DFT (ωB97M-V with the def2-TZVPD basis set) results for a cluster of 5 separate species, C41H82N2O20P4 in total at a distorted geometry.

Molar mass in Da: 1047.0
Total charge: 0
SMILES: [H]/N=C(/C)CN1C(=O)c2cc(COC)cc(CCCOC)c2C1=O.CCOP(=O)(OCC)OCC.CCOP(=O)(OCC)OCC.CCOP(=O)(OCC)OCC.CCOP(=O)(OCC)OCC
Orbital gap in Eh: 0.2884
Highest occupied orbital energy in eV: -9.165

Each atom is followed by the atoms it is bonded to, with distances in Å.
CARTESIAN COORDINATES (ANGSTROEM)
1 C -2.1355 -3.0498 -3.4007  O2 1.434, H24 1.128, H25 1.119, H26 1.130
2 O -1.2002 -3.9585 -3.9973  C1 1.434, C3 1.425
3 C -1.7523 -5.2619 -4.1596  O2 1.425, C4 1.573, H27 1.126, H28 1.133
4 C -1.9790 -6.0692 -2.8282  C3 1.573, C5 1.597, H29 1.131, H30 1.117
5 C -0.7205 -6.9493 -2.3919  C4 1.597, C6 1.562, H31 1.127, H32 1.119
6 C 0.5267 -6.0097 -2.3564  C5 1.562, C7 1.473, C14 1.459
7 C 1.5751 -6.1567 -3.3804  C6 1.473, C8 1.470, H33 1.117
8 C 2.7776 -5.3119 -3.4293  C7 1.470, C9 1.563, C12 1.483
9 C 3.9192 -5.4775 -4.4843  C8 1.563, O10 1.424, H34 1.131, H35 1.127
10 O 4.0215 -4.4087 -5.4203  C9 1.424, C11 1.428
11 C 4.7753 -3.3037 -4.9208  O10 1.428, H36 1.118, H37 1.121, H38 1.133
12 C 2.9320 -4.2437 -2.4118  C8 1.483, C13 1.440, H39 1.109
13 C 1.8763 -4.1398 -1.4377  C12 1.440, C14 1.475, C22 1.551
14 C 0.6686 -4.9797 -1.3321  C6 1.459, C13 1.475, C15 1.546
15 C -0.2209 -4.5899 -0.1289  C14 1.546, O16 1.199, N17 1.441
16 O -1.2867 -5.0475 0.1746  C15 1.199
17 N 0.4845 -3.5168 0.5243  C15 1.441, C18 1.502, C22 1.456
18 C 1.0885 -3.7933 1.8716  N17 1.502, C19 1.569, H40 1.128, H41 1.119
19 C 0.2110 -4.6997 2.8043  C18 1.569, C20 1.565, N21 1.285
20 C -0.9644 -4.1376 3.6718  C19 1.565, H42 1.115, H43 1.124, H44 1.128
21 N 0.4947 -5.9514 2.8585  C19 1.285, H45 1.033
22 C 1.6659 -3.1642 -0.2500  C13 1.551, N17 1.456, O23 1.206
23 O 2.3906 -2.2269 -0.0235  C22 1.206
24 H -2.3863 -2.2685 -4.1750  C1 1.128
25 H -3.0445 -3.5354 -2.9656  C1 1.119
26 H -1.6141 -2.4812 -2.5748  C1 1.130
27 H -1.0957 -5.8313 -4.8759  C3 1.126
28 H -2.7683 -5.1569 -4.6507  C3 1.133
29 H -2.8293 -6.7848 -3.0358  C4 1.131
30 H -2.3235 -5.4173 -1.9891  C4 1.117
31 H -0.5798 -7.6955 -3.2245  C5 1.127
32 H -0.8930 -7.4689 -1.4164  C5 1.119
33 H 1.4894 -6.9466 -4.1657  C7 1.117
34 H 4.8836 -5.5731 -3.9019  C9 1.131
35 H 3.8109 -6.4523 -5.0393  C9 1.127
36 H 5.2494 -2.6893 -5.7249  C11 1.118
37 H 5.5682 -3.5774 -4.1767  C11 1.121
38 H 4.0502 -2.6169 -4.3866  C11 1.133
39 H 3.8039 -3.5600 -2.3654  C12 1.109
40 H 1.1785 -2.7936 2.3862  C18 1.128
41 H 2.1071 -4.2447 1.7670  C18 1.119
42 H -1.9715 -4.3935 3.2686  C20 1.115
43 H -0.8517 -4.5325 4.7178  C20 1.124
44 H -0.7922 -3.0248 3.7403  C20 1.128
45 H 1.3048 -6.1317 2.2438  N21 1.033
46 O 4.3176 4.7998 0.6066  P47 1.515
47 P 4.2433 3.3550 1.0568  O46 1.515, O48 1.649, O51 1.661, O54 1.685
48 O 5.0316 3.5204 2.4951  P47 1.649, C49 1.424
49 C 4.3625 4.1645 3.5744  O48 1.424, C50 1.517, H57 1.094, H58 1.092
50 C 3.4610 3.1901 4.3086  C49 1.517, H59 1.093, H60 1.092, H61 1.092
51 O 5.5478 2.8615 0.1539  P47 1.661, C52 1.426
52 C 5.7266 3.3526 -1.1726  O51 1.426, C53 1.514, H62 1.092, H63 1.095
53 C 6.9127 4.2935 -1.2094  C52 1.514, H64 1.091, H65 1.092, H66 1.092
54 O 3.9846 1.7390 1.4595  P47 1.685, C55 1.434
55 C 4.0665 0.6924 0.4821  O54 1.434, C56 1.515, H67 1.091, H68 1.091
56 C 5.3212 -0.1147 0.7459  C55 1.515, H69 1.090, H70 1.091, H71 1.092
57 H 3.7921 5.0248 3.2109  C49 1.094
58 H 5.1325 4.5367 4.2529  C49 1.092
59 H 2.6333 2.8704 3.6698  C50 1.093
60 H 3.0449 3.6505 5.2076  C50 1.092
61 H 4.0133 2.2927 4.5933  C50 1.092
62 H 4.8229 3.8396 -1.5446  C52 1.092
63 H 5.9197 2.4915 -1.8205  C52 1.095
64 H 6.7722 5.1300 -0.5225  C53 1.091
65 H 7.0679 4.6887 -2.2156  C53 1.092
66 H 7.8194 3.7730 -0.8929  C53 1.092
67 H 4.0397 1.0832 -0.5362  C55 1.091
68 H 3.1941 0.0497 0.6094  C55 1.091
69 H 6.2178 0.4967 0.6429  C56 1.090
70 H 5.3945 -0.9574 0.0562  C56 1.091
71 H 5.3214 -0.4948 1.7701  C56 1.092
72 O 2.7772 4.7548 8.3048  P73 1.513
73 P 2.7335 5.1821 9.7555  O72 1.513, O74 1.646, O77 1.659, O80 1.684
74 O 1.3203 6.0267 9.7351  P73 1.646, C75 1.423
75 C 0.0943 5.3111 9.6316  O74 1.423, C76 1.517, H83 1.094, H84 1.091
76 C -0.3542 4.8113 10.9921  C75 1.517, H85 1.093, H86 1.092, H87 1.091
77 O 3.7517 6.4793 9.5743  P73 1.659, C78 1.427
78 C 4.8936 6.3800 8.7238  O77 1.427, C79 1.514, H88 1.092, H89 1.094
79 C 4.6825 7.2323 7.4899  C78 1.514, H90 1.092, H91 1.092, H92 1.092
80 O 2.8079 5.4097 11.4220  P73 1.684, C81 1.430
81 C 4.0459 5.6750 12.0875  O80 1.430, C82 1.515, H93 1.091, H94 1.093
82 C 4.0507 7.1200 12.5441  C81 1.515, H95 1.090, H96 1.091, H97 1.092
83 H 0.1948 4.4812 8.9254  C75 1.094
84 H -0.6481 6.0032 9.2302  C75 1.091
85 H 0.3345 4.0531 11.3737  C76 1.093
86 H -1.3521 4.3717 10.9327  C76 1.092
87 H -0.3689 5.6273 11.7169  C76 1.091
88 H 5.1054 5.3428 8.4574  C78 1.092
89 H 5.7565 6.7521 9.2849  C78 1.094
90 H 3.7892 6.9210 6.9451  C79 1.092
91 H 5.5418 7.1690 6.8190  C79 1.092
92 H 4.5333 8.2769 7.7716  C79 1.092
93 H 4.9047 5.4449 11.4557  C81 1.091
94 H 4.0975 5.0208 12.9611  C81 1.093
95 H 3.9856 7.8050 11.6992  C82 1.090
96 H 4.9577 7.3485 13.1067  C82 1.091
97 H 3.1827 7.3229 13.1755  C82 1.092
98 O -1.2712 0.3728 -3.8862  P99 1.514
99 P -0.6797 1.6951 -4.3256  O98 1.514, O100 1.645, O103 1.657, O106 1.684
100 O -1.1496 2.6213 -3.0499  P99 1.645, C101 1.422
101 C -0.4981 2.4362 -1.8000  O100 1.422, C102 1.516, H109 1.095, H110 1.092
102 C 0.7967 3.2225 -1.7525  C101 1.516, H111 1.093, H112 1.093, H113 1.091
103 O -1.9127 2.0933 -5.3592  P99 1.657, C104 1.426
104 C -2.5118 1.0848 -6.1691  O103 1.426, C105 1.513, H114 1.092, H115 1.095
105 C -3.9156 0.8122 -5.6752  C104 1.513, H116 1.092, H117 1.092, H118 1.092
106 O 0.1860 3.0103 -4.9228  P99 1.684, C107 1.430
107 C 0.2416 3.2973 -6.3227  O106 1.430, C108 1.515, H119 1.091, H120 1.093
108 C -0.5783 4.5423 -6.5951  C107 1.515, H121 1.090, H122 1.092, H123 1.092
109 H -0.3175 1.3724 -1.6163  C101 1.095
110 H -1.1768 2.7980 -1.0254  C101 1.092
111 H 1.5217 2.8205 -2.4657  C102 1.093
112 H 1.2375 3.1829 -0.7533  C102 1.093
113 H 0.6242 4.2657 -2.0223  C102 1.091
114 H -1.9109 0.1734 -6.1828  C104 1.092
115 H -2.5499 1.4616 -7.1962  C104 1.095
116 H -3.9126 0.4950 -4.6307  C105 1.092
117 H -4.3966 0.0364 -6.2745  C105 1.092
118 H -4.5193 1.7212 -5.7272  C105 1.092
119 H -0.0912 2.4510 -6.9249  C107 1.091
120 H 1.2862 3.4906 -6.5785  C107 1.093
121 H -1.6266 4.3931 -6.3380  C108 1.090
122 H -0.5165 4.8281 -7.6467  C108 1.092
123 H -0.2238 5.3737 -5.9816  C108 1.092
124 O -6.0070 -2.4962 -4.6506  P125 1.514
125 P -7.2307 -3.3327 -4.3401  O124 1.514, O126 1.650, O129 1.662, O132 1.688
126 O -8.3500 -2.3645 -5.0693  P125 1.650, C127 1.423
127 C -8.4254 -2.3516 -6.4900  O126 1.423, C128 1.517, H135 1.094, H136 1.092
128 C -9.2638 -3.5109 -6.9956  C127 1.517, H137 1.093, H138 1.092, H139 1.091
129 O -7.4021 -2.7008 -2.8121  P125 1.662, C130 1.427
130 C -6.2530 -2.4829 -1.9938  O129 1.427, C131 1.514, H140 1.092, H141 1.095
131 C -6.0064 -0.9956 -1.8507  C130 1.514, H142 1.092, H143 1.092, H144 1.092
132 O -8.4943 -4.3842 -3.9586  P125 1.688, C133 1.430
133 C -8.5523 -5.0624 -2.7007  O132 1.430, C134 1.515, H145 1.091, H146 1.093
134 C -9.6711 -4.4585 -1.8758  C133 1.515, H147 1.090, H148 1.091, H149 1.092
135 H -7.4219 -2.3771 -6.9262  C127 1.094
136 H -8.8908 -1.4072 -6.7781  C127 1.092
137 H -8.7712 -4.4649 -6.7902  C128 1.093
138 H -9.4244 -3.4310 -8.0729  C128 1.092
139 H -10.2326 -3.5338 -6.4935  C128 1.091
140 H -5.3745 -2.9931 -2.3935  C130 1.092
141 H -6.4601 -2.9180 -1.0110  C130 1.095
142 H -5.8592 -0.5258 -2.8250  C131 1.092
143 H -5.1272 -0.8024 -1.2324  C131 1.092
144 H -6.8712 -0.5103 -1.3927  C131 1.092
145 H -7.5965 -5.0295 -2.1763  C133 1.091
146 H -8.7794 -6.1121 -2.9020  C133 1.093
147 H -9.4875 -3.4052 -1.6659  C134 1.090
148 H -9.7852 -4.9863 -0.9272  C134 1.091
149 H -10.6157 -4.5058 -2.4223  C134 1.092